DFT (ωB97M-V/def2-TZVPD) results for a cluster of 5 separate species, C42H30BFO20 in total.

Output
HOMO-LUMO gap (eV): 7.804
Calculated total energy (a.u.): -3248.06140
E_LUMO (eV): -1.70
Spin multiplicity: 1
SMILES string: CCB(O)c1cccc2c1C(=O)c1ccc(CC(=O)F)cc1C2=O.O=C1C=C(O)C(=O)C=C1O.O=C1C=C(O)C(=O)C=C1O.O=C1C=C(O)C(=O)C=C1O.O=C1C=C(O)C(=O)C=C1O
HOMO energy (eV): -9.5
Molar mass (Da): 884.49

```
94
Properties=species:S:1:pos:R:3:mulliken_charge:R:1
C 5.359 2.462 -0.970 -1.008
C 5.992 1.439 -0.014 -0.239
B 6.225 0.028 -0.661 0.407
O 7.419 -0.143 -1.369 -0.508
C 5.336 -1.280 -0.578 -0.161
C 6.040 -2.483 -0.732 -0.794
C 5.419 -3.723 -0.702 -0.388
C 4.045 -3.818 -0.553 -0.998
C 3.311 -2.647 -0.428 0.649
C 3.945 -1.394 -0.415 0.455
C 3.028 -0.229 -0.247 -0.066
O 3.209 0.700 0.496 -0.392
C 1.757 -0.336 -1.031 0.593
C 1.193 0.749 -1.683 -0.812
C 0.026 0.555 -2.407 -0.637
C -0.583 -0.704 -2.459 1.186
C -1.843 -0.885 -3.277 -1.496
C -3.025 -0.093 -2.793 0.832
O -3.974 0.163 -3.438 -0.528
F -2.927 0.319 -1.545 -0.225
C -0.031 -1.777 -1.776 -0.765
C 1.152 -1.589 -1.066 0.296
C 1.825 -2.694 -0.343 -0.259
O 1.224 -3.549 0.247 -0.557
H 5.590 3.471 -0.648 0.348
H 5.686 2.332 -2.000 0.315
H 4.275 2.392 -0.976 0.162
H 5.446 1.384 0.920 0.034
H 6.982 1.818 0.240 0.492
H 7.375 0.206 -2.264 0.301
H 7.107 -2.453 -0.875 0.681
H 5.971 -4.641 -0.792 0.449
H 3.548 -4.774 -0.548 0.498
H 1.648 1.724 -1.637 0.480
H -0.439 1.366 -2.949 0.451
H -2.105 -1.935 -3.347 0.366
H -1.644 -0.526 -4.283 0.427
H -0.478 -2.758 -1.782 0.444
C -8.319 2.331 -1.475 -1.071
C -9.570 1.945 -1.749 0.139
C -9.882 0.582 -2.300 1.217
O -11.053 0.312 -2.499 -0.639
C -8.781 -0.325 -2.561 -0.969
C -7.522 0.058 -2.296 0.343
C -7.213 1.416 -1.718 1.039
O -6.053 1.680 -1.472 -0.543
O -6.474 -0.721 -2.518 -0.544
O -10.634 2.721 -1.555 -0.470
H -8.086 3.307 -1.072 0.432
H -9.016 -1.297 -2.971 0.431
H -5.676 -0.206 -2.268 0.244
H -11.408 2.194 -1.837 0.355
C 9.734 -5.283 -0.934 -0.855
C 11.060 -5.468 -0.864 0.280
C 11.668 -6.842 -0.767 0.897
O 12.881 -6.916 -0.724 -0.620
C 10.780 -7.990 -0.727 -0.933
C 9.455 -7.803 -0.794 0.209
C 8.849 -6.431 -0.913 1.128
O 7.635 -6.358 -0.984 -0.621
O 8.578 -8.799 -0.763 -0.586
O 11.935 -4.473 -0.877 -0.568
H 9.289 -4.300 -1.007 0.500
H 11.225 -8.971 -0.643 0.425
H 7.695 -8.388 -0.831 0.367
H 12.818 -4.885 -0.819 0.359
C 3.953 2.011 3.659 -0.955
C 3.295 2.942 4.362 0.241
C 3.773 3.408 5.710 0.911
O 3.123 4.270 6.273 -0.632
C 4.975 2.808 6.264 -1.032
C 5.632 1.876 5.561 0.343
C 5.165 1.426 4.202 1.086
O 5.836 0.588 3.628 -0.689
O 6.736 1.280 5.993 -0.582
O 2.181 3.527 3.936 -0.584
H 3.619 1.670 2.687 0.750
H 5.303 3.140 7.238 0.424
H 7.000 0.658 5.287 0.372
H 1.922 4.157 4.635 0.368
C -14.532 5.807 1.904 -1.031
C -13.610 5.292 2.729 0.332
C -12.545 4.346 2.242 1.021
O -11.738 3.940 3.057 -0.627
C -12.541 3.976 0.837 -0.879
C -13.465 4.488 0.015 0.347
C -14.516 5.449 0.496 0.898
O -15.307 5.876 -0.324 -0.627
O -13.531 4.190 -1.279 -0.533
O -13.557 5.568 4.026 -0.565
H -15.299 6.488 2.244 0.418
H -11.783 3.287 0.497 0.514
H -14.286 4.696 -1.635 0.365
H -12.796 5.068 4.378 0.371
```

DFT (ωB97M-V/def2-TZVPD) results for a structure of composition C2AsBaF6OS3.

Output
HOMO-LUMO gap (spin up / spin down) (eV): 8.064 / 6.911
Energy relative to the best compared isomer or geometry (same formula, charge and spin) (kcal/mol): 8.3
Calculated total energy (a.u.): -4206.66678
E_LUMO (spin up / spin down) (eV): -0.87 / -2.21
Spin multiplicity: 2
HOMO energy (spin up / spin down) (eV): -8.9 / -9.1
Molar mass (Da): 462.46

```
14
Properties=species:S:1:pos:R:3:lowdin_spin:R:1
Ba 0.990 -0.391 -0.683 0.026
S -0.262 -4.672 1.430 0.763
C -0.110 -3.110 0.776 0.017
S -0.312 -3.203 -0.914 0.136
S 0.116 -1.861 1.892 0.058
F 3.173 0.460 0.363 0.000
As 4.366 -0.288 -0.780 0.000
F 5.005 1.262 -1.097 0.000
F 3.094 0.018 -2.044 0.000
F 5.309 -1.060 -1.964 0.000
F 3.411 -1.751 -0.484 0.000
F 5.428 -0.606 0.502 0.000
O 0.685 3.279 1.692 0.000
C 0.309 2.515 0.964 0.000
```

DFT (ωB97M-V/def2-TZVPD) results for an isolated molecule of C11H20N2O3.

Output
HOMO-LUMO gap (eV): 10.544
Energy relative to the best compared isomer or geometry (same formula, charge and spin) (kcal/mol): 7.5
Calculated total energy (a.u.): -766.41346
E_LUMO (eV): 0.87
Spin multiplicity: 1
SMILES string: CCOC(=O)NNC(=O)[C@H]1CC[C@@H](C)CC1
HOMO energy (eV): -9.7
Molar mass (Da): 228.29

```
36
Properties=species:S:1:pos:R:3:mulliken_charge:R:1
C -3.914 -0.628 3.885 -1.078
C -4.075 0.818 3.442 -0.205
H -4.261 1.475 4.295 0.289
H -4.892 0.905 2.718 0.307
O -2.875 1.320 2.850 -0.399
C -2.686 1.024 1.557 0.625
O -3.442 0.410 0.850 -0.611
N -1.534 1.623 1.098 -0.454
H -0.832 1.854 1.789 0.321
N -1.012 1.176 -0.119 0.021
C -0.215 0.056 -0.138 0.114
O 0.224 -0.409 0.888 -0.644
C 0.071 -0.446 -1.544 0.462
C 0.898 -1.734 -1.518 -1.246
C 2.331 -1.484 -1.054 -0.761
C 3.021 -0.424 -1.911 0.592
C 4.447 -0.178 -1.427 -1.702
H 4.441 0.173 -0.398 0.359
H 4.939 0.572 -2.044 0.411
H 5.029 -1.095 -1.472 0.408
C 2.200 0.865 -1.871 -0.740
C 0.785 0.621 -2.385 -1.072
H 0.221 1.556 -2.378 0.501
H 0.835 0.269 -3.419 0.486
H 2.156 1.230 -0.842 0.255
H 2.682 1.633 -2.480 0.419
H 3.060 -0.778 -2.949 0.206
H 2.315 -1.154 -0.016 0.303
H 2.891 -2.420 -1.101 0.382
H 0.422 -2.452 -0.848 0.371
H 0.908 -2.160 -2.524 0.454
H -0.904 -0.662 -1.999 0.356
H -1.606 1.387 -0.909 0.310
H -3.740 -1.262 3.019 0.312
H -4.818 -0.958 4.389 0.359
H -3.071 -0.722 4.565 0.290
```

DFT (ωB97M-V/def2-TZVPD) results for the ion C8H9N2O2S2 with charge +1 in a non-equilibrium geometry.

Output
HOMO-LUMO gap (eV): 7.220
Charge: +1
Energy relative to the best compared isomer or geometry (same formula, charge and spin) (kcal/mol): 68.5
Calculated total energy (a.u.): -1366.05523
E_LUMO (eV): -5.53
Spin multiplicity: 1
HOMO energy (eV): -12.8
Molar mass (Da): 229.31

```
23
Properties=species:S:1:pos:R:3:mulliken_charge:R:1
C 1.694 1.439 -0.153 0.224
C 1.137 2.539 0.347 -0.517
C -0.033 2.471 1.200 0.245
C -0.704 1.413 1.492 -0.026
C 1.386 -0.965 0.126 -0.218
C -1.624 -0.696 -0.539 0.152
C -2.385 -0.069 0.312 0.696
C -3.666 0.647 0.082 -1.036
N 1.605 0.200 -0.002 0.066
N 3.700 -2.296 -0.252 -0.487
O 1.428 -3.491 -0.754 -0.539
O 2.328 -1.708 -2.275 -0.558
S -1.519 0.152 1.844 -0.111
S 2.155 -2.261 -0.943 1.088
H 1.452 3.507 -0.148 0.350
H -0.319 3.390 1.657 0.465
H -0.616 -0.806 -0.348 -0.598
H -2.079 -0.962 -1.484 0.288
H -3.487 1.768 0.279 0.278
H -4.071 0.612 -1.017 0.333
H -4.458 0.591 0.875 0.341
H 3.673 -2.867 0.554 0.270
H 4.404 -2.608 -0.854 0.293
```